[1]
74
Properties=species:S:1:pos:R:3:forces:R:3 method="wB97M-V/def2-TZVPD" multiplicity=1 homo_lumo_gap_ev=4.55 lumo_ev=0.540 total_energy_ha=-1983.0143
P 1.34232 1.17415 1.30005 -2.76 -3.84 -3.40
P -0.73841 -0.95091 -0.51621 0.77 0.18 0.43
C 0.20410 1.65581 -0.11949 -0.59 2.57 -0.12
C -1.05053 0.81239 -0.33418 -0.21 0.36 -0.49
H 0.78850 1.72839 -1.05404 0.05 -0.33 0.22
H -0.14987 2.68507 0.03591 0.02 -0.54 -0.18
H -1.78820 0.97637 0.47269 0.21 -0.08 -0.25
H -1.50162 1.09769 -1.29396 0.10 0.08 0.84
C -0.26744 -1.13265 -2.25167 -0.53 -0.04 -0.47
H -0.13351 -2.19664 -2.48968 -0.09 0.29 0.01
H 0.68267 -0.62152 -2.44920 -0.28 -0.03 0.09
H -1.07346 -0.68880 -2.85052 0.28 -0.16 -0.35
C -2.36471 -1.70812 -0.31295 -0.46 0.08 -0.54
H -3.03751 -1.11570 -0.95974 -0.17 -0.45 0.28
H -2.70120 -1.65252 0.73525 0.15 0.00 -0.48
H -2.33043 -2.75971 -0.63932 -0.14 0.47 0.08
C 2.68788 2.35294 0.86436 0.92 -0.36 0.05
H 3.54631 2.16981 1.52666 -0.12 0.20 -0.24
H 2.39944 3.41148 0.95785 -0.27 -0.46 0.08
H 3.01999 2.19485 -0.17282 -0.11 -0.04 0.34
C 0.43939 1.93534 2.67597 0.02 -0.26 0.71
H -0.48747 1.38614 2.86904 0.21 0.07 0.01
H 0.16791 2.98061 2.47010 0.27 -0.24 -0.21
H 1.05033 1.91495 3.58596 -0.15 -0.01 -0.05
Be 0.93659 -1.03278 0.74371 -0.78 0.06 0.47
C -2.96506 2.69394 -1.81920 -0.14 -0.58 -1.10
C -2.15541 2.48564 -2.87729 -1.47 0.32 0.15
C -1.49234 3.58988 -3.63177 0.32 0.34 -0.32
C -0.90921 4.74751 -2.76365 -0.01 -0.16 -0.83
C -0.49131 4.39110 -1.37004 -0.12 0.84 1.12
C -1.23630 4.54876 -0.25323 0.71 0.90 -1.14
C -2.70897 4.78340 -0.27100 -0.53 0.30 0.16
C -3.51835 4.00634 -1.35270 -0.25 0.48 0.63
C 2.42710 -0.25765 2.03035 3.07 0.93 3.57
H -3.39770 1.82871 -1.29330 0.21 0.34 -0.45
H -2.11871 1.50111 -3.36947 0.36 0.22 0.73
H -2.20059 4.01793 -4.36095 0.20 -0.09 0.11
H -0.66039 3.18578 -4.22321 -0.27 -0.12 0.07
H 0.02287 5.05428 -3.27330 -0.45 0.10 0.17
H -1.58162 5.62171 -2.82139 0.19 -0.39 0.41
H 0.55888 4.07951 -1.28277 -0.42 0.42 0.13
H -0.76556 4.70132 0.72496 0.03 -0.84 -0.29
H -2.91567 5.86456 -0.38399 -0.02 -0.32 0.06
H -3.12958 4.50637 0.70977 0.29 0.13 -0.21
H -4.47089 3.75497 -0.85897 0.14 0.20 -0.34
H -3.78139 4.69208 -2.17177 0.31 -0.38 -0.02
H 2.03244 -1.12808 2.62096 -0.17 0.86 -0.85
H 2.77784 0.42654 2.81931 0.92 -0.48 0.69
H 3.33353 -0.58324 1.48714 -0.33 0.19 -0.08
C -0.83821 -2.00106 3.17669 0.17 -0.28 0.02
Si 0.04604 -3.37654 2.21449 0.91 0.74 -1.75
C 1.29790 -4.23328 3.28591 -0.30 -0.30 0.43
C -1.24051 -4.52071 1.47135 -0.30 -0.39 0.42
N 0.99443 -2.64956 0.90364 0.60 -0.09 0.88
C 1.86845 -3.26889 0.02755 -0.75 0.38 0.79
C 2.66813 -2.47137 -0.83162 0.05 -0.56 -0.15
C 3.63340 -3.07346 -1.64357 -0.42 -0.14 0.41
C 3.77811 -4.47392 -1.62819 0.21 0.17 -0.11
C 2.91889 -5.27289 -0.85080 0.07 0.75 -0.03
C 1.96163 -4.66955 -0.03688 0.43 -0.34 -0.62
H -1.37280 -2.49586 4.00235 0.04 0.19 -0.12
H -1.57297 -1.42914 2.59133 0.27 -0.16 0.14
H -0.11329 -1.30477 3.62008 -0.22 -0.10 -0.08
H 0.77478 -4.76878 4.09100 0.37 -0.03 -0.01
H 1.89098 -4.94117 2.68833 -0.17 0.21 0.29
H 1.97573 -3.48680 3.72589 -0.16 -0.23 -0.08
H -2.11587 -3.99380 1.06513 0.33 -0.12 0.23
H -0.85358 -5.18571 0.68849 -0.03 0.22 0.20
H -1.58940 -5.15611 2.29701 -0.18 -0.08 -0.20
H 2.49099 -1.38037 -0.85728 0.31 -0.43 0.06
H 4.26974 -2.42653 -2.25763 -0.18 -0.45 0.13
H 4.58055 -4.92252 -2.22015 -0.38 0.05 0.17
H 3.00243 -6.35743 -0.86149 0.05 0.18 -0.09
H 1.24983 -5.26886 0.53010 0.39 0.08 -0.10


[2]
95
Properties=species:S:1:pos:R:3:forces:R:3 method="wB97M-V/def2-TZVPD" multiplicity=1 homo_lumo_gap_ev=8.55 total_charge=+1 lumo_ev=-2.946 total_energy_ha=-33754.5419
C 8.63851 0.55329 3.27625 -0.07 -0.06 0.06
C 7.66286 1.16935 2.62461 0.36 0.14 -0.18
C 6.98377 0.57884 1.39232 -0.31 -1.16 0.39
C 7.94404 -0.05922 0.34362 0.16 0.31 -0.24
F 8.07162 -1.38503 0.61940 -0.04 0.35 0.07
F 9.17781 0.49624 0.44325 -0.30 -0.15 -0.17
C 7.44668 0.08362 -1.13042 0.06 -0.42 -0.08
F 7.94472 -0.93741 -1.86111 0.02 0.39 0.18
F 7.92569 1.25699 -1.62857 -0.22 -0.21 0.12
C 5.98858 -0.49154 1.84984 -0.15 0.74 0.18
N 4.88202 0.39739 2.39815 -0.30 -0.29 -1.39
P 3.49984 -0.69175 2.44562 0.08 -0.40 0.57
O 3.88039 -1.95749 3.08022 0.01 0.26 -0.09
C 4.92431 1.53484 1.61283 0.01 -0.05 0.07
N 4.02020 2.50462 1.65616 0.20 -0.22 0.21
C 3.88641 3.56104 0.61672 -0.02 0.24 -0.43
C 2.47869 3.65688 0.02107 0.12 0.08 -0.18
C 2.14828 2.46900 -0.86962 0.04 -0.02 0.06
O 2.49947 1.23465 -0.19361 -0.07 0.18 -0.10
C 2.41607 0.15787 -1.07195 0.10 0.05 -0.10
C 1.02960 -0.35635 -1.30326 0.29 0.27 -0.28
O 3.42593 -0.25466 -1.56777 -0.08 -0.13 0.29
P 2.86378 2.70653 2.96808 0.14 0.74 0.40
S 2.59441 4.51627 3.51136 -0.01 -0.18 -0.12
N 6.03226 1.53811 0.79464 0.38 0.74 0.89
N 6.66769 2.81763 0.56616 -0.25 0.12 -0.27
H 9.09336 0.99232 4.15995 -0.15 -0.04 -0.14
H 9.02098 -0.41868 2.96835 -0.03 0.19 0.00
H 7.29830 2.14356 2.94808 0.07 -0.16 -0.04
H 6.35402 0.06853 -1.21231 0.13 0.04 -0.01
H 5.57427 -1.02372 0.98334 0.24 -0.24 0.18
H 6.36956 -1.15250 2.62222 -0.09 0.01 -0.19
H 2.49349 0.02225 3.10292 0.01 0.12 -0.16
H 3.13741 -0.77982 1.10055 -0.03 0.10 -0.03
H 4.53857 3.33451 -0.22235 0.02 -0.15 0.21
H 4.20201 4.51226 1.05123 -0.09 -0.18 -0.04
H 1.70602 3.89609 0.75797 0.09 -0.22 -0.03
H 2.52883 4.52593 -0.65006 -0.14 -0.05 0.19
H 2.75013 2.53667 -1.78761 -0.12 -0.08 0.13
H 1.08730 2.44361 -1.13930 0.07 0.11 0.02
H 0.94797 -0.47891 -2.38355 -0.24 -0.28 0.07
H 0.89252 -1.32622 -0.81645 -0.01 0.13 -0.05
H 0.29037 0.36768 -0.96183 -0.10 -0.23 0.08
H 1.75979 2.00484 2.46501 0.03 -0.09 0.02
H 3.44996 1.89548 3.94532 -0.02 -0.27 -0.17
H 6.43065 3.12503 -0.37433 0.10 -0.17 0.03
H 7.66972 2.63158 0.53210 -0.10 0.07 0.11
Br -1.60389 2.20253 0.82520 0.09 -0.02 -0.08
C -3.00044 2.96805 -0.30693 -0.02 -0.06 -0.04
C -3.64064 1.93349 -1.19918 0.03 0.01 -0.05
Br -2.50479 1.43084 -2.69712 0.04 0.08 0.21
H -2.53303 3.77201 -0.86717 -0.01 -0.01 0.00
H -3.73126 3.37791 0.38604 -0.01 -0.03 0.00
H -4.54941 2.33900 -1.63980 0.01 0.02 0.03
H -3.87552 1.01518 -0.66954 -0.01 0.01 0.00
Br -2.29596 -1.89106 -0.41578 -0.03 0.08 -0.01
C -3.53112 -2.17005 1.06503 0.06 -0.02 0.00
C -4.91405 -2.52186 0.58998 -0.09 0.01 0.02
Br -5.86108 -0.97908 -0.12462 0.01 -0.05 -0.02
H -3.51946 -1.25771 1.65432 -0.01 -0.02 0.01
H -3.11628 -2.98867 1.64871 -0.02 -0.02 -0.02
H -5.51688 -2.87282 1.42520 0.03 0.02 0.00
H -4.90542 -3.26962 -0.19704 0.02 -0.01 0.02
Br -0.77742 -2.81756 -4.34773 -0.02 0.05 0.03
C -1.48913 -1.51859 -5.60514 0.01 -0.09 0.02
C -0.41339 -0.60246 -6.12778 -0.04 -0.01 0.04
Br 0.13105 0.66364 -4.75261 0.15 0.13 -0.20
H -2.26721 -0.97567 -5.07585 -0.01 0.01 -0.05
H -1.92943 -2.08965 -6.41945 0.04 -0.01 0.00
H -0.78363 -0.00778 -6.95975 -0.03 0.02 0.04
H 0.48329 -1.13512 -6.42841 -0.03 -0.03 0.00
Br -7.20165 -2.03714 3.66176 0.02 0.04 0.00
C -8.54575 -3.29769 3.03690 0.02 0.06 -0.01
C -8.23928 -4.70300 3.47706 -0.02 -0.07 -0.05
Br -6.76784 -5.46645 2.45765 0.00 -0.01 0.04
H -8.57457 -3.20657 1.95497 -0.04 -0.01 0.01
H -9.48983 -2.95990 3.45711 0.02 -0.03 0.04
H -9.09530 -5.35040 3.29370 0.01 0.01 -0.05
H -7.95081 -4.75419 4.52245 -0.02 0.01 0.00
Br -12.18935 -4.36658 2.83791 -0.01 -0.01 -0.03
C -13.07040 -6.01181 3.38732 0.00 0.06 0.02
C -12.10506 -6.98417 4.01112 0.03 -0.08 -0.05
Br -10.95318 -7.81713 2.68584 0.05 0.07 0.04
H -13.54620 -6.41524 2.49912 0.00 -0.02 0.02
H -13.82895 -5.71585 4.10827 0.02 0.01 0.01
H -12.64493 -7.79643 4.49245 -0.02 0.01 -0.02
H -11.45238 -6.50365 4.73376 -0.04 -0.01 0.03
Br 1.20919 4.51789 -3.52197 -0.02 0.00 0.03
C 0.71482 5.02182 -5.33840 -0.03 0.02 0.00
C 1.30973 4.09029 -6.35948 0.10 0.01 -0.04
Br 3.21535 4.38663 -6.59179 -0.02 -0.03 0.04
H 1.05016 6.04598 -5.46786 -0.01 -0.01 -0.01
H -0.37158 4.98228 -5.36757 0.01 -0.05 0.02
H 0.85597 4.26807 -7.33215 0.00 0.03 0.01
H 1.18804 3.04805 -6.08192 -0.04 0.01 -0.02


[3]
85
Properties=species:S:1:pos:R:3:forces:R:3 method="wB97M-V/def2-TZVPD" multiplicity=1 homo_lumo_gap_ev=8.29 total_charge=-1 lumo_ev=2.543 total_energy_ha=-3408.9968
C 2.78271 3.80399 -4.04205 0.12 0.12 -0.40
C 3.06827 2.89677 -2.87715 0.27 0.74 0.69
H 3.66858 4.39924 -4.31147 -0.17 -0.38 0.06
H 1.99520 4.53263 -3.79875 0.66 -0.37 -0.08
H 2.45665 3.23317 -4.92840 0.02 0.30 0.28
C 4.21807 3.06369 -2.20729 -0.66 -0.76 0.11
C 5.38602 3.93148 -2.55959 0.72 0.27 0.01
H 4.36223 2.42962 -1.33422 0.05 0.10 -0.07
H 5.26386 5.02737 -2.47046 -0.30 -0.47 0.09
H 5.77034 3.75686 -3.57133 -0.24 -0.05 0.01
H 6.20825 3.65016 -1.89357 -0.02 0.21 -0.06
Cd -2.34249 0.09416 0.99968 -0.20 -0.36 0.16
Cl -4.45117 1.04223 1.53639 -0.49 0.01 0.06
C 0.33256 -1.56185 1.11201 -0.62 0.57 0.72
O -0.49462 -0.94191 1.82880 1.31 -1.18 -0.21
N 0.83770 -2.72891 1.52381 -0.03 -0.06 0.21
C 0.48117 -3.14500 2.86887 -0.03 0.23 0.05
C 1.80135 -3.52415 0.77662 0.25 0.27 -0.27
H 0.70687 -1.15289 0.15768 -0.22 -0.25 0.29
H -0.58353 -2.92241 3.03583 0.43 -0.20 0.06
H 1.08741 -2.55014 3.57442 -0.32 -0.35 0.10
H 0.70088 -4.21278 2.98206 -0.14 0.29 0.06
H 1.43971 -3.68470 -0.24738 0.12 0.06 0.33
H 1.91397 -4.48661 1.28927 -0.05 0.20 -0.21
H 2.78186 -3.02545 0.74541 -0.23 -0.19 -0.01
H -6.33400 -3.86469 1.96650 0.05 0.14 0.36
H -6.28760 -4.46480 -0.07645 -0.16 0.16 -0.36
C -5.42047 -3.27326 2.05614 0.26 -0.05 0.23
C -5.72557 -3.58507 -0.39888 0.35 -0.05 0.08
N -4.84435 -3.25167 0.71211 -0.03 0.63 0.05
H -4.71858 -3.75918 2.74946 -0.28 0.13 -0.19
C -3.75466 -2.50554 0.50372 1.30 1.03 2.39
O -3.06295 -2.04462 1.47353 -1.77 -1.27 -2.17
H -5.11544 -3.85867 -1.26506 -0.18 0.10 0.09
H -3.48836 -2.24986 -0.52237 0.11 -0.25 -0.17
H -5.63163 -2.25806 2.45675 0.11 -0.52 -0.46
H -6.38784 -2.74447 -0.65903 0.04 -0.35 0.09
H 0.93904 4.08398 0.28277 -0.10 -0.07 0.12
H 3.35910 3.38149 1.36354 -0.03 0.01 0.40
C 0.73695 4.18084 1.35678 -0.07 -0.21 -0.13
C 2.83060 3.34743 2.33307 -0.27 -0.25 -0.26
N 1.41073 3.13577 2.09182 0.03 -0.28 0.89
H -0.32366 4.05354 1.54389 -0.06 0.18 -0.08
C 0.70205 2.17873 2.79238 -0.77 0.61 0.08
O -0.51183 2.14938 2.95472 1.46 0.17 -0.04
H 3.23371 2.52101 2.93621 -0.07 0.27 -0.20
H 1.37556 1.40449 3.21275 -0.12 0.13 -0.01
H 1.08173 5.16801 1.67357 -0.07 0.03 0.20
H 2.98055 4.30317 2.86933 0.04 -0.34 -0.17
O 0.80316 2.71059 -1.90840 4.13 -1.59 1.20
C 1.98501 1.92782 -2.39164 -1.53 -0.70 0.55
C 2.46836 0.96283 0.00644 0.22 0.63 -0.87
C 2.53274 0.85881 -1.38143 -0.07 -0.04 0.09
H 1.81360 1.72672 0.38972 0.16 0.00 0.25
C 3.22977 0.14328 0.83225 0.00 0.08 -0.03
H 1.64880 1.28234 -3.23612 0.04 0.63 0.18
C 3.18033 -0.28207 -1.88652 0.18 0.53 -0.83
H 3.11830 0.28866 1.90312 0.24 -0.17 -0.02
C 4.11436 -0.78649 0.28875 -0.12 0.00 -0.44
C 4.06475 -1.02966 -1.09752 0.00 -0.03 0.07
H 2.95087 -0.52542 -2.94471 0.71 0.06 0.69
H 4.81000 -1.33691 0.92603 -0.25 0.09 -0.18
H 4.73889 -1.78943 -1.54993 -0.79 0.50 0.33
Si -0.77168 2.88633 -2.19830 -3.80 -0.24 -0.46
Cl -0.61767 1.31651 0.09517 0.71 1.14 -0.79
C -1.81615 4.07048 -1.05732 0.58 0.76 0.08
C -2.37311 1.73237 -2.43392 0.46 -0.78 -0.59
C -0.28645 3.48016 -3.92279 -0.74 0.99 -0.67
H -2.89461 3.82914 -1.10790 0.72 -0.03 -0.28
H -1.73037 5.12400 -1.35370 0.12 0.07 0.13
H -1.58235 3.99996 0.01566 0.12 0.00 -0.53
H 0.48538 4.25653 -3.83241 -0.88 -0.35 0.07
H -1.06546 3.92264 -4.54228 -0.26 -0.22 -0.26
H 0.19843 2.65372 -4.46955 -0.35 0.15 0.14
H -2.15885 0.67190 -2.23234 -0.09 0.36 -0.22
H -2.83134 1.78201 -3.44200 0.51 0.10 0.05
H -3.22218 2.00077 -1.77586 0.79 0.00 0.04
C -1.27034 -2.34839 -3.47192 0.10 -0.53 -0.36
S -0.65390 -2.02824 -1.84468 -0.71 1.65 -0.03
O -0.54020 -3.26481 -1.09791 -0.25 -0.58 -0.24
O 0.63681 -1.36262 -2.05583 -0.80 -0.31 0.04
O -1.73901 -1.15155 -1.31594 0.78 -0.86 0.04
H -2.29232 -2.71275 -3.41347 -0.05 -0.06 0.11
H -0.63615 -3.11180 -3.91965 0.02 0.05 -0.17
H -1.25445 -1.42728 -4.05531 0.12 -0.04 0.17


no.,highest occupied orbital energy (eV)
1,-4.0
2,-11.5
3,-5.8